# 1
Entry from OMol25: one molecule with the formula C2H2Cl2N2 (ωB97M-V with the def2-TZVPD basis set).

Calculated values
**ΔE to the lowest compared entry with this formula, charge and spin**: 1.8622 eV
**E**: -30127.620 eV
**SMILES**: N#CCN(Cl)Cl
**Largest force on an atom**: 0.0968 Eh/bohr
**M**: 124.958 g mol⁻¹
**LUMO**: -0.42 eV
**Net charge**: 0

Bonds (Å) are listed after each position.
Cartesian coordinates (Å):
1 N -1.90625 -1.53898 0.15783  C2 1.148
2 C -1.07064 -0.79676 0.41821  N1 1.148, C3 1.381
3 C -0.02796 0.06774 0.68621  C2 1.381, N4 1.755, H7 1.101, H8 1.000
4 N 0.66409 0.89133 -0.70042  C3 1.755, Cl5 1.722, Cl6 1.650
5 Cl 2.19627 0.15596 -0.97656  N4 1.722
6 Cl -0.40330 0.87696 -1.95916  N4 1.650
7 H -0.19588 0.85970 1.43299  C3 1.101
8 H 0.74367 -0.51595 0.94091  C3 1.000

Now the natural (NBO) charges, all in e:
1. N -0.245
2. C 0.223
3. C -0.314
4. N -0.480
5. Cl 0.129
6. Cl 0.190
7. H 0.259
8. H 0.239



# 2
Entry from OMol25: a 3-piece molecular cluster, C4H12O2 overall (ωB97M-V with the def2-TZVPD basis set).

Calculated values
**ΔE to the lowest compared entry with this formula, charge and spin**: 1.3757 eV
**E**: -8436.138 eV
**SMILES**: C=C(C)C.O.O
**Largest force on an atom**: 0.0661 Eh/bohr
**M**: 92.138 g mol⁻¹
**LUMO**: 0.55 eV
**Net charge**: 0

Bonds (Å) are listed after each position.
Cartesian coordinates (Å):
1 C -0.29515 1.26297 -0.95216  C2 1.315, H5 1.020, H6 1.081
2 C -0.28465 0.20168 -0.17609  C1 1.315, C3 1.645, C4 1.514
3 C 0.05735 0.06869 1.42699  C2 1.645, H7 1.091, H8 1.088, H9 1.097
4 C -0.31187 -1.19778 -0.75405  C2 1.514, H10 1.098, H11 1.056, H12 1.108
5 H -0.47764 1.14304 -1.94871  C1 1.020
6 H -0.17780 2.23047 -0.48410  C1 1.081
7 H 0.97079 -0.52310 1.50604  C3 1.091
8 H 0.24946 1.04773 1.86218  C3 1.088
9 H -0.66928 -0.55955 1.95782  C3 1.097
10 H -0.79944 -1.32782 -1.72965  C4 1.098
11 H 0.63933 -1.63219 -0.61037  C4 1.056
12 H -1.01442 -1.71058 -0.06692  C4 1.108
13 O 3.86409 -0.05669 -0.75895  H14 0.963, H15 0.992
14 H 3.19602 0.63662 -0.73915  O13 0.963
15 H 4.10870 -0.21851 0.18912  O13 0.992
16 O -3.20413 0.37933 0.07203  H17 0.965, H18 1.015
17 H -2.85193 0.82863 0.85010  O16 0.965
18 H -2.99944 -0.57294 0.35587  O16 1.015

Now the natural (NBO) charges, all in e:
1. C -0.431
2. C 0.071
3. C -0.658
4. C -0.655
5. H 0.202
6. H 0.192
7. H 0.214
8. H 0.216
9. H 0.209
10. H 0.224
11. H 0.224
12. H 0.186
13. O -0.942
14. H 0.474
15. H 0.469
16. O -0.918
17. H 0.464
18. H 0.460



# 3
Entry from OMol25: a 2-piece molecular cluster, FNOS overall (ωB97M-V with the def2-TZVPD basis set).

Calculated values
**ΔE to the lowest compared entry with this formula, charge and spin**: 1.7473 eV
**E**: -17085.310 eV
**Largest force on an atom**: 0.0593 Eh/bohr
**M**: 81.071 g mol⁻¹
**LUMO (spin up / spin down)**: -1.04 / -3.11 eV
**Net charge**: 0

Bonds (Å) are listed after each position.
Cartesian coordinates (Å):
1 N 0.14119 -0.47529 1.07048  O2 1.140
2 O -0.90044 -0.01683 0.99859  N1 1.140
3 F 0.03671 0.77174 -1.74886  S4 1.646
4 S 1.37839 -0.15238 -1.51532  F3 1.646

Now the natural (NBO) charges, all in e:
1. N 0.350
2. O -0.107
3. F -0.495
4. S 0.252